1.
# C23H43As3CsN2

A structure of composition C23H43As3CsN2 (the ωB97M-V functional and the def2-TZVPD basis, the OMol25 dataset).

ORCA input file:
```
! wB97M-V def2-TZVPD RIJCOSX def2/J DEFGRID3
* xyz 1 1
Cs 1.293 -0.983 -1.373
C 5.761 -0.795 -1.881
C 4.803 -1.808 -1.314
C 4.429 -1.752 0.028
C 3.576 -2.700 0.581
C 3.213 -2.653 2.041
C 3.088 -3.718 -0.238
C 3.435 -3.797 -1.582
C 2.934 -4.922 -2.445
C 4.288 -2.827 -2.108
H 5.433 0.226 -1.679
H 5.871 -0.914 -2.958
H 6.749 -0.907 -1.432
H 4.840 -0.973 0.664
H 3.133 -1.626 2.400
H 3.977 -3.150 2.642
H 2.267 -3.161 2.231
H 2.430 -4.470 0.185
H 3.677 -5.720 -2.502
H 2.740 -4.587 -3.465
H 2.019 -5.357 -2.044
H 4.570 -2.881 -3.154
C -1.385 -2.457 2.176
As -0.606 -0.683 1.860
C 0.152 -0.457 3.655
C -2.306 0.291 2.119
C -2.381 1.799 1.840
C -1.196 2.528 2.475
C -2.473 2.109 0.337
As -0.850 2.025 -0.782
C -1.795 2.258 -2.485
C -0.233 3.877 -0.600
C -3.669 2.326 2.507
As -5.367 1.492 1.905
C -5.607 0.207 3.373
C -6.523 2.883 2.661
H -2.005 -2.439 3.073
H -0.592 -3.192 2.311
H -1.999 -2.757 1.328
H -0.627 -0.586 4.407
H 0.603 0.527 3.767
H 0.923 -1.211 3.811
H -2.574 0.105 3.164
H -3.049 -0.230 1.506
H -0.240 2.203 2.050
H -1.163 2.347 3.551
H -1.280 3.606 2.322
H -2.859 3.125 0.202
H -3.200 1.442 -0.133
H -2.496 3.091 -2.418
H -2.348 1.351 -2.729
H -1.076 2.457 -3.279
H -1.076 4.567 -0.659
H 0.464 4.097 -1.408
H 0.282 4.018 0.347
H -3.766 3.396 2.302
H -3.601 2.211 3.593
H -4.983 -0.673 3.226
H -6.648 -0.115 3.381
H -5.371 0.665 4.334
H -6.452 3.788 2.059
H -6.236 3.109 3.688
H -7.556 2.539 2.645
N 1.642 0.701 -6.378
C 2.950 0.671 -5.967
C 2.916 0.175 -4.700
N 1.618 -0.097 -4.328
C 0.882 0.233 -5.363
H 1.306 1.010 -7.274
H 3.759 0.994 -6.596
H 3.747 -0.002 -4.037
H -0.190 0.154 -5.433
*
```

Calculated values
Lowest unoccupied orbital energy: -2.198 eV
Frontier orbital gap: 0.3034 Eh

Electronic structure analysis, Löwdin charges in units of e:
1. Cs 0.789
2. C -0.042
3. C -0.301
4. C -0.056
5. C -0.323
6. C -0.039
7. C -0.067
8. C -0.310
9. C -0.034
10. C -0.045
11. H 0.084
12. H 0.074
13. H 0.092
14. H 0.130
15. H 0.076
16. H 0.095
17. H 0.071
18. H 0.125
19. H 0.094
20. H 0.083
21. H 0.080
22. H 0.126
23. C -0.324
24. As 1.038
25. C -0.318
26. C -0.385
27. C -0.703
28. C -0.090
29. C -0.386
30. As 1.034
31. C -0.330
32. C -0.323
33. C -0.373
34. As 1.110
35. C -0.344
36. C -0.349
37. H 0.031
38. H 0.012
39. H 0.021
40. H 0.034
41. H 0.015
42. H 0.009
43. H 0.073
44. H 0.061
45. H 0.049
46. H 0.089
47. H 0.089
48. H 0.080
49. H 0.051
50. H 0.032
51. H 0.019
52. H 0.013
53. H 0.033
54. H 0.021
55. H 0.011
56. H 0.077
57. H 0.081
58. H 0.002
59. H 0.019
60. H 0.026
61. H 0.017
62. H 0.027
63. H 0.019
64. N 0.061
65. C -0.085
66. C -0.164
67. N -0.057
68. C -0.207
69. H 0.158
70. H 0.117
71. H 0.083
72. H 0.124

2.
# C4H10N2O2

A cluster of 2 separate species, C4H10N2O2 in total at a distorted geometry (the ωB97M-V functional and the def2-TZVPD basis, the OMol25 dataset).

ORCA input file:
```
! wB97M-V def2-TZVPD RIJCOSX def2/J DEFGRID3
* xyz 0 1
C 1.636 -0.265 -1.359
C 0.903 -0.507 -0.260
C 1.535 -1.047 0.990
C -0.725 -0.613 -0.355
O -1.367 -1.162 0.524
O -1.112 -0.690 -1.654
H 1.180 0.051 -2.292
H 2.723 -0.294 -1.337
H 0.792 -1.377 1.721
H 2.148 -0.280 1.475
H 2.168 -1.916 0.782
H -1.908 -1.254 -1.649
N -0.993 1.765 -0.035
N -1.585 1.801 1.267
H -1.615 1.629 -0.834
H 0.067 1.507 -0.020
H -2.595 1.646 1.215
H -1.253 1.006 1.822
*
```

Calculated values
Lowest unoccupied orbital energy: 0.684 eV
Frontier orbital gap: 0.3153 Eh

Electronic structure analysis, natural (NBO) charges in units of e:
1. C -0.361
2. C -0.116
3. C -0.669
4. C 0.774
5. O -0.640
6. O -0.714
7. H 0.216
8. H 0.202
9. H 0.243
10. H 0.223
11. H 0.229
12. H 0.498
13. N -0.713
14. N -0.664
15. H 0.388
16. H 0.409
17. H 0.350
18. H 0.345

3.
# C9H8F6INOP2

A cluster of 2 separate species, C9H8F6INOP2 in total at a distorted geometry (the ωB97M-V functional and the def2-TZVPD basis, the OMol25 dataset).

ORCA input file:
```
! wB97M-V def2-TZVPD RIJCOSX def2/J DEFGRID3
* xyz 0 1
O -4.558 1.460 -2.033
P -3.873 2.705 -1.082
I -2.901 4.332 -2.637
C -2.496 1.783 -0.163
C -2.995 0.700 0.776
C -1.973 -0.060 1.479
C -0.522 0.227 1.311
C 0.552 -0.490 2.031
N 1.851 -0.189 1.795
C 2.341 0.788 0.896
C 1.387 1.574 0.158
C -0.071 1.306 0.364
C -1.090 2.104 -0.363
H -3.776 0.964 -2.364
H -4.075 0.485 0.938
H -2.284 -0.886 2.162
H 0.242 -1.289 2.752
H 2.550 -0.724 2.324
H 3.439 0.943 0.750
H 1.651 2.371 -0.582
H -0.842 2.940 -1.059
F 3.874 -3.570 -0.424
P 2.492 -3.008 -1.065
F 1.088 -3.822 -1.025
F 1.888 -2.191 -2.334
F 3.129 -1.530 -0.929
F 1.967 -2.807 0.456
F 3.001 -4.117 -2.132
*
```

Calculated values
Lowest unoccupied orbital energy: -2.387 eV
Frontier orbital gap: 0.2694 Eh

Electronic structure analysis, natural (NBO) charges in units of e:
1. O -0.940
2. P 0.930
3. I -0.123
4. C -0.333
5. C -0.196
6. C -0.152
7. C -0.097
8. C 0.172
9. N -0.430
10. C 0.052
11. C -0.185
12. C 0.019
13. C -0.203
14. H 0.488
15. H 0.257
16. H 0.240
17. H 0.256
18. H 0.459
19. H 0.269
20. H 0.259
21. H 0.253
22. F -0.596
23. P 2.626
24. F -0.596
25. F -0.599
26. F -0.615
27. F -0.624
28. F -0.590

4.
# C27H22CaN4S

A structure of composition C27H22CaN4S at a distorted geometry (the ωB97M-V functional and the def2-TZVPD basis, the OMol25 dataset).

ORCA input file:
```
! wB97M-V def2-TZVPD RIJCOSX def2/J DEFGRID3
* xyz 0 1
Ca 2.452 -1.648 -0.510
N 4.719 1.554 -3.139
C 4.095 0.778 -2.240
S 4.683 -0.803 -2.018
N 3.110 1.407 -1.569
N 2.494 0.585 -0.653
C 1.500 0.996 0.107
C 0.985 2.363 -0.055
C 1.896 3.412 -0.267
C 1.453 4.696 -0.552
C 0.062 4.991 -0.557
C -0.842 3.958 -0.313
C -0.394 2.660 -0.058
C 0.865 -0.007 1.155
C 0.294 0.679 2.407
C 0.691 0.410 3.677
C 1.636 -0.584 3.911
C 2.214 -1.201 2.797
N 1.983 -0.874 1.539
H 5.507 1.184 -3.603
H 4.306 2.406 -3.467
H 2.974 3.186 -0.247
H 2.193 5.439 -0.841
H -0.328 6.017 -0.689
H -1.921 4.133 -0.323
H -1.162 1.877 0.035
H -0.423 1.471 2.208
H 0.219 0.954 4.498
H 1.922 -0.826 4.931
H 2.944 -1.986 2.928
C -4.055 -0.753 -3.164
C -3.985 -1.589 -2.055
C -2.825 -1.582 -1.269
C -1.673 -0.875 -1.687
C -1.812 0.056 -2.757
C -2.967 0.088 -3.485
C -0.378 -0.771 -0.979
C -0.116 -0.934 0.372
C -0.750 -2.057 1.147
C -0.555 -3.383 0.717
C -1.159 -4.457 1.348
C -2.056 -4.246 2.412
C -2.187 -2.930 2.908
C -1.579 -1.851 2.270
H -4.997 -0.737 -3.751
H -4.774 -2.318 -1.895
H -2.765 -2.227 -0.380
H -0.995 0.727 -3.022
H -3.026 0.754 -4.385
H 0.427 -0.409 -1.677
H 0.089 -3.560 -0.135
H -0.930 -5.472 1.049
H -2.548 -5.106 2.883
H -2.751 -2.759 3.827
H -1.763 -0.837 2.616
*
```

Calculated values
Lowest unoccupied orbital energy: -0.745 eV
Frontier orbital gap: 0.2003 Eh

Electronic structure analysis, natural (NBO) charges in units of e:
1. Ca 1.752
2. N -0.788
3. C 0.286
4. S -0.540
5. N -0.471
6. N -0.447
7. C 0.278
8. C -0.154
9. C -0.085
10. C -0.245
11. C -0.202
12. C -0.230
13. C -0.188
14. C 0.065
15. C -0.349
16. C -0.136
17. C -0.477
18. C 0.106
19. N -0.811
20. H 0.399
21. H 0.402
22. H 0.233
23. H 0.213
24. H 0.215
25. H 0.213
26. H 0.215
27. H 0.207
28. H 0.212
29. H 0.211
30. H 0.176
31. C -0.207
32. C -0.213
33. C -0.216
34. C -0.001
35. C -0.215
36. C -0.216
37. C -0.266
38. C -0.066
39. C 0.023
40. C -0.239
41. C -0.216
42. C -0.202
43. C -0.201
44. C -0.209
45. H 0.218
46. H 0.219
47. H 0.223
48. H 0.222
49. H 0.220
50. H 0.199
51. H 0.180
52. H 0.217
53. H 0.221
54. H 0.220
55. H 0.242

5.
# C6H14NO

A cluster of 2 separate species, C6H14NO in total (the ωB97M-V functional and the def2-TZVPD basis, the OMol25 dataset).

ORCA input file:
```
! wB97M-V def2-TZVPD RIJCOSX def2/J DEFGRID3
* xyz 1 1
C 2.044 2.313 -1.174
C 1.091 2.507 -0.052
C 0.048 1.730 0.157
N -0.842 1.946 1.336
H 1.725 1.520 -1.848
H 2.164 3.238 -1.740
H 3.033 2.039 -0.807
H 1.249 3.337 0.632
H -0.326 0.885 -0.401
H -0.641 2.827 1.815
H -1.818 2.002 1.033
H -0.746 1.171 1.997
O -1.455 -2.610 -1.436
C -0.623 -2.954 -0.638
C 0.275 -1.956 0.051
C -0.466 -1.384 1.268
H -0.517 -4.016 -0.348
H 0.511 -1.174 -0.673
H 1.207 -2.395 0.405
H -1.400 -0.877 0.997
H 0.179 -0.707 1.828
H -0.800 -2.208 1.900
*
```

Calculated values
Lowest unoccupied orbital energy: -3.624 eV
Frontier orbital gap: 0.3367 Eh

Electronic structure analysis, natural (NBO) charges in units of e:
1. C -0.655
2. C -0.099
3. C -0.104
4. N -0.685
5. H 0.234
6. H 0.254
7. H 0.254
8. H 0.215
9. H 0.237
10. H 0.444
11. H 0.447
12. H 0.451
13. O -0.502
14. C 0.436
15. C -0.506
16. C -0.609
17. H 0.127
18. H 0.210
19. H 0.230
20. H 0.192
21. H 0.190
22. H 0.239

6.
# H3NO2S2

A cluster of 2 separate species, H3NO2S2 in total at a distorted geometry (the ωB97M-V functional and the def2-TZVPD basis, the OMol25 dataset).

ORCA input file:
```
! wB97M-V def2-TZVPD RIJCOSX def2/J DEFGRID3
* xyz 0 1
N -0.537 0.983 0.411
O 0.956 -0.362 -0.559
O -1.662 0.665 -0.224
S 2.007 -1.015 0.351
S -2.284 -0.841 0.202
H -0.188 1.691 -0.249
H 2.761 0.091 0.173
H -1.052 -1.213 -0.106
*
```

Calculated values
Lowest unoccupied orbital energy (spin up / spin down): 0.203 / -1.202 eV
Frontier orbital gap (spin up / spin down): 0.3493 / 0.2686 Eh

Electronic structure analysis, natural (NBO) charges in units of e:
1. N -0.187
2. O -0.739
3. O -0.475
4. S 0.605
5. S 0.291
6. H 0.308
7. H 0.071
8. H 0.125